Below is C3H4LiNaO4 as an isolated structure in a non-equilibrium geometry, with properties calculated with ωB97M-V with the def2-TZVPD basis set.

Each line ends with the Mulliken charge.
Geometry (Å):
Na -0.445 0.311 0.399  1.054
O -1.420 -1.647 -0.168  -0.419
O 0.726 3.203 0.706  -0.614
O 1.593 1.217 0.319  -0.840
O 2.694 3.066 0.156  -0.848
C 1.534 2.435 0.021  0.945
C -1.491 -2.615 -1.134  -0.218
C -2.165 -2.876 0.116  -0.192
Li 3.913 1.588 -0.174  0.913
H -1.691 -3.518 0.862  0.230
H 1.833 3.944 0.827  0.477
H -1.841 -2.394 -2.146  0.271
H -3.241 -2.713 0.216  0.241

The highest occupied orbital energy (alpha / beta) is -0.44971 / -0.49795 Ha. Its energy above the lowest of the compared OMol25 structures with the same formula, charge and spin is 195.04 kJ/mol. The value obtained for the electronic energy is -15978.1415 eV. Its spin multiplicity is 2. As for the expectation value of S²: 0.753. As for the net charge: +1.